16
Properties=species:S:1:pos:R:3:forces:R:3:mulliken_charge:R:1 method="wB97M-V/def2-TZVPD" charge=0 e_tot_ev=-17192.2728 smiles=OCCCCS relative_energy_kj_mol=53.31
C -1.28496 1.57449 0.97632 -0.2 -0.1 0.1 -0.317
O -2.31346 2.39051 0.43443 0.0 0.2 -0.2 -0.515
C -1.12926 0.23533 0.25987 0.2 0.2 0.2 -0.743
C 0.02027 0.18070 -0.76516 -1.2 -0.5 -0.1 -0.616
C 1.33255 -0.25572 -0.12715 0.1 -0.2 -0.1 -0.732
S 1.67551 -2.05175 -0.35280 -0.1 0.1 0.2 -0.228
H -0.38163 2.17800 0.93541 0.3 0.0 -0.1 0.284
H -1.48747 1.37552 2.02723 -0.2 0.1 0.2 0.253
H -2.94825 1.83652 -0.03028 0.0 0.0 0.1 0.309
H -2.10079 -0.00346 -0.18911 0.2 0.0 -0.1 0.450
H -0.98398 -0.52238 1.03799 0.1 -0.1 -0.2 0.299
H 0.04933 1.12450 -1.31948 0.3 0.0 0.3 0.351
H -0.27697 -0.56749 -1.49815 0.2 0.0 -0.2 0.364
H 2.18607 0.23872 -0.56579 0.2 0.3 0.1 0.378
H 1.30994 -0.07260 0.94982 0.2 0.1 -0.2 0.330
H 2.78446 -1.89839 -1.08140 0.0 0.0 0.0 0.132

71
Properties=species:S:1:pos:R:3:forces:R:3:mulliken_charge:R:1 method="wB97M-V/def2-TZVPD" charge=0 e_tot_ev=-197575.6313 relative_energy_kj_mol=72.31
In 0.04231 0.47315 -0.55387 0.2 0.2 0.1 2.028
O -2.45571 -0.71586 6.00309 0.5 -0.1 0.1 -0.724
C -1.30313 -0.28202 5.81680 -0.3 0.6 0.0 0.305
O -0.40280 0.12888 6.56938 -0.3 -0.4 -0.1 -0.716
C -0.96923 -0.08888 4.30751 -0.1 0.0 0.1 -0.739
C -1.95759 -0.26575 3.34932 -0.1 -0.2 0.0 -1.060
C -1.65023 -0.07358 2.02024 0.1 0.0 -0.1 0.511
N -0.41743 0.29506 1.63680 0.0 0.1 0.0 0.483
C 0.51425 0.58171 2.55809 0.0 -0.1 -0.1 0.828
C 0.26599 0.38263 3.90403 0.2 0.0 0.0 -1.249
C 1.75782 1.22937 2.05038 -0.2 0.0 -0.1 0.557
C 2.85482 1.49415 2.85404 0.1 0.0 0.1 -0.917
C 3.90603 2.21848 2.31913 0.1 0.0 0.1 -0.536
C 3.84214 2.64816 1.00489 0.1 0.0 -0.1 -0.938
C 2.72952 2.31193 0.25821 -0.2 -0.1 0.1 -0.290
N 1.71162 1.62653 0.77755 0.1 0.0 0.0 0.381
C -2.66662 -0.15695 0.93181 0.2 0.3 -0.1 -0.163
C -3.98564 -0.51304 1.16451 -0.2 0.1 0.1 -0.187
C -4.87796 -0.50566 0.10775 -0.1 0.0 0.1 -0.938
C -4.44613 -0.12307 -1.15355 0.0 0.0 0.0 -0.700
C -3.11787 0.21256 -1.31265 0.1 0.2 0.2 -0.565
N -2.25090 0.17800 -0.29416 -0.1 -0.1 -0.1 0.639
H -2.94240 -0.54322 3.70475 0.1 0.0 0.0 0.697
H 0.98981 0.61169 4.67504 -0.1 0.0 0.0 0.642
H 2.88788 1.14708 3.87663 0.0 0.0 0.0 0.493
H 4.77061 2.44850 2.93020 0.0 0.0 0.0 0.453
H 4.64951 3.20957 0.55533 0.0 0.0 0.0 0.452
H 2.63914 2.59251 -0.78397 0.0 0.0 0.0 0.502
H -4.31008 -0.79482 2.15610 0.0 0.0 0.0 0.547
H -5.91003 -0.79184 0.26826 0.0 0.0 0.0 0.446
H -5.12127 -0.08895 -1.99755 0.0 0.0 0.0 0.497
H -2.71806 0.52405 -2.26976 0.0 0.0 0.0 0.374
C -2.24609 -2.87796 -0.51382 0.1 -0.1 0.0 -0.984
C -0.78001 -3.18946 -0.44438 0.0 0.1 0.0 0.557
C -0.39734 -4.53499 -0.26117 -0.1 -0.1 0.0 -1.047
C 0.91635 -4.86902 -0.18284 0.0 -0.1 0.0 -1.033
C 1.89889 -3.86817 -0.31876 -0.1 0.1 0.0 0.706
C 3.28923 -4.12077 -0.28281 0.0 -0.1 0.0 -0.021
Br 3.94644 -5.87427 0.01471 0.0 0.0 0.0 -0.229
C 4.18163 -3.11284 -0.47359 0.0 0.1 0.0 -0.362
C 3.72253 -1.81072 -0.70794 0.0 0.1 0.0 -0.110
Br 5.00085 -0.44826 -0.98868 0.0 0.0 0.0 -0.185
C 2.37738 -1.47709 -0.75807 0.0 0.0 0.0 0.025
O 1.96552 -0.27209 -1.00896 -0.1 0.0 0.0 -0.528
C 1.44223 -2.54511 -0.52949 -0.1 -0.1 0.0 0.069
N 0.10849 -2.21723 -0.56047 0.1 -0.1 0.0 0.553
H -2.82278 -3.78355 -0.69008 0.0 0.0 0.0 0.547
H -2.45544 -2.16853 -1.30973 0.0 -0.1 0.0 0.065
H -2.58239 -2.45179 0.42974 0.0 -0.2 -0.1 0.084
H -1.16696 -5.29294 -0.18355 0.0 0.1 0.0 0.492
H 1.21878 -5.89754 -0.03889 0.0 0.0 0.0 0.356
H 5.24420 -3.30971 -0.45783 0.0 0.0 0.0 0.430
B -0.26545 3.08905 -3.28873 -0.2 0.0 0.0 0.182
N -0.22357 3.44642 -1.76272 0.2 -0.1 0.1 -0.104
C -0.12021 4.70997 -1.33237 0.0 -0.1 0.0 -0.296
C -0.42620 4.75276 0.01951 0.0 0.0 0.0 -1.359
C -0.70824 3.43259 0.34741 -0.1 0.0 -0.1 -0.262
N -0.58868 2.64646 -0.73053 0.0 0.3 -0.1 0.388
N -0.11720 1.54691 -3.58719 0.1 -0.1 0.1 -0.079
C -0.01193 1.08950 -4.83929 0.0 0.0 0.1 -0.395
C -0.03350 -0.29601 -4.82624 0.0 -0.1 0.0 -1.209
C -0.15234 -0.62244 -3.48324 0.0 0.1 0.0 -0.236
N -0.21309 0.49448 -2.74106 -0.1 -0.1 -0.4 0.379
H -1.34377 3.43803 -3.72711 0.1 -0.1 0.1 -0.160
H 0.65303 3.66510 -3.82552 -0.1 -0.1 0.0 -0.151
H 0.13828 5.50331 -2.01808 0.0 -0.1 0.0 0.451
H -0.44751 5.61839 0.66211 0.0 -0.1 0.0 0.430
H -0.97822 3.00896 1.30451 0.1 0.0 -0.1 0.580
H 0.06263 1.77999 -5.66628 0.0 0.0 0.1 0.442
H 0.03549 -0.96334 -5.67006 0.0 0.1 0.1 0.442
H -0.17949 -1.58843 -3.00283 0.0 0.0 0.0 0.460

81
Properties=species:S:1:pos:R:3:forces:R:3:mulliken_charge:R:1 method="wB97M-V/def2-TZVPD" charge=+1 e_tot_ev=-45865.7164 relative_energy_kj_mol=199.14
O -2.11459 1.21790 -1.60207 0.5 0.3 0.7 -0.485
C -1.60570 0.04962 -0.94217 -0.8 -0.7 -1.1 -0.373
C -0.58658 -0.71813 -1.85272 0.3 -0.6 1.4 -0.640
C 0.69779 -1.20393 -1.08757 0.2 -0.3 -0.9 -1.087
C 1.70110 -0.04036 -0.76197 -0.9 -0.1 0.0 -0.673
C 1.76703 0.36796 0.74786 1.3 1.4 1.0 0.070
C 3.25613 0.26720 1.24339 0.5 0.9 -0.7 -0.610
C 3.84372 1.48587 0.44394 -1.0 -1.4 1.2 -0.059
N 2.92161 2.39121 0.33223 1.5 -0.7 0.3 -0.014
C 1.64193 1.94355 0.94464 -1.1 -1.5 -1.8 -0.988
H -1.90941 1.17957 -2.54308 -0.1 -0.3 0.0 0.241
H -1.23564 0.29318 0.07575 0.0 0.2 -0.7 0.282
H -2.49665 -0.61182 -0.80428 0.7 0.3 0.2 0.246
H -1.09850 -1.63562 -2.21975 0.4 0.8 -0.2 0.343
H -0.24074 -0.08649 -2.69800 -0.4 -0.4 0.4 0.448
H 1.22426 -1.88816 -1.79785 -0.4 0.4 0.6 0.339
H 0.45773 -1.84905 -0.20840 0.1 0.7 -0.5 0.415
H 1.37951 0.85381 -1.35323 0.2 -0.6 0.3 0.364
H 2.70017 -0.32706 -1.16769 -0.6 0.2 0.6 0.428
H 1.00758 -0.03493 1.45017 0.6 -0.4 -0.7 0.568
H 3.81930 -0.67100 1.08628 -0.4 0.5 -0.1 0.413
H 3.39023 0.55482 2.31415 -0.1 -0.4 -0.4 0.134
H 4.88064 1.50968 0.06434 -0.7 0.6 0.1 0.439
H 3.11353 3.27685 -0.13088 -0.4 0.0 0.2 0.272
H 0.80490 2.19543 0.26044 0.4 0.7 0.9 0.519
H 1.53166 2.22096 2.00900 0.1 0.2 -0.7 0.358
N -5.10884 6.57273 -1.12578 0.2 -0.4 0.0 -0.543
C -4.23742 6.23272 -0.17058 -0.2 0.2 -0.1 -0.269
C -3.50784 5.05456 -0.17558 -0.1 0.0 -0.1 -0.503
C -3.69219 4.17228 -1.22896 0.1 -0.2 0.0 0.158
C -4.59200 4.50216 -2.23036 0.1 0.0 0.1 -0.496
C -5.26913 5.70742 -2.13259 -0.1 0.3 0.2 -0.258
H -4.12971 6.95233 0.63376 0.0 0.0 0.0 0.345
H -2.81377 4.83311 0.62483 0.0 0.0 0.0 0.355
H -3.14151 3.23938 -1.26929 -0.1 0.0 0.0 0.500
H -4.76387 3.83941 -3.06853 0.0 0.0 0.0 0.411
H -5.98030 6.01061 -2.89316 0.0 -0.1 0.0 0.349
N -3.06911 -0.19789 -4.51030 -0.2 0.1 -0.2 -0.105
C -2.76615 -0.53326 -5.77097 0.1 0.1 0.3 -0.225
C -3.69486 -0.59840 -6.79601 0.0 0.1 0.0 -0.764
C -5.01680 -0.30355 -6.50286 -0.1 0.0 -0.1 -0.039
C -5.35642 0.04448 -5.20471 0.1 0.0 -0.1 -0.854
C -4.35171 0.08406 -4.25211 0.3 0.0 0.2 -0.010
H -1.72039 -0.75876 -5.95146 0.0 0.0 -0.1 0.364
H -3.39303 -0.87365 -7.79726 0.0 0.0 0.0 0.451
H -5.77278 -0.34485 -7.27693 0.0 0.0 0.0 0.399
H -6.37779 0.28045 -4.93798 0.0 0.0 0.0 0.387
H -4.56774 0.35452 -3.22366 -0.1 0.0 0.0 0.396
N 4.39841 -0.23921 4.46183 0.2 0.2 0.2 -0.360
C 5.11441 -1.23461 5.00070 -0.2 0.1 -0.2 -0.285
C 6.03778 -1.05772 6.01679 0.0 0.1 0.0 -0.483
C 6.23841 0.22297 6.50558 0.1 0.0 0.0 -0.046
C 5.51132 1.27148 5.96421 0.0 0.0 0.0 -0.693
C 4.60968 0.98877 4.95260 -0.1 -0.3 -0.2 -0.004
H 4.92532 -2.21792 4.58514 0.0 0.0 0.1 0.400
H 6.58484 -1.89995 6.41603 -0.1 0.0 0.0 0.333
H 6.95236 0.40204 7.29969 0.0 0.0 0.0 0.430
H 5.64104 2.28481 6.32004 0.0 0.0 0.0 0.356
H 4.01530 1.77776 4.50079 0.0 0.1 0.1 0.323
N -4.40022 -3.60903 -8.28975 0.3 -0.3 0.0 -0.355
C -3.53197 -3.95887 -7.33472 -0.2 0.2 -0.2 0.127
C -2.81021 -5.14127 -7.34301 0.0 0.0 -0.1 -0.654
C -2.99953 -6.01757 -8.40013 0.0 -0.1 0.0 -0.213
C -3.89557 -5.67835 -9.40150 0.1 0.0 0.1 -0.380
C -4.56489 -4.46944 -9.30040 -0.1 0.3 0.2 -0.262
H -3.42122 -3.24339 -6.52771 0.0 -0.1 0.0 0.319
H -2.11865 -5.37053 -6.54311 0.0 0.0 0.0 0.351
H -2.45537 -6.95325 -8.44324 0.0 0.0 0.0 0.371
H -4.07052 -6.33642 -10.24194 0.0 0.0 0.0 0.359
H -5.27282 -4.15922 -10.06091 0.0 -0.1 0.0 0.356
N 4.72233 -1.71670 9.09732 -0.2 0.2 0.3 -0.397
C 5.33393 -1.51716 10.27043 0.0 -0.1 -0.3 -0.185
C 4.75306 -0.85766 11.34149 -0.1 0.0 0.0 -0.412
C 3.46425 -0.37134 11.19128 0.0 0.1 0.1 -0.175
C 2.81002 -0.56378 9.98454 0.1 0.0 0.1 -0.444
C 3.47868 -1.23969 8.97714 0.3 -0.2 -0.1 -0.192
H 6.34140 -1.91257 10.33970 0.0 0.0 0.1 0.365
H 5.29537 -0.72804 12.26843 0.0 0.0 0.0 0.358
H 2.97533 0.15090 12.00461 0.0 0.0 0.0 0.369
H 1.80365 -0.19834 9.82945 0.0 0.0 0.0 0.356
H 3.00641 -1.41762 8.01656 -0.1 0.0 0.0 0.369

14
Properties=species:S:1:pos:R:3:forces:R:3:mulliken_charge:R:1 method="wB97M-V/def2-TZVPD" charge=0 e_tot_ev=-21177.1531 smiles="C=CB(C(F)(F)F)C(F)(F)F" relative_energy_kj_mol=0.00
B -0.37540 -0.03003 0.05815 2.6 0.2 2.5 0.044
C 2.26638 -0.24281 0.14749 -1.1 -1.1 -0.3 -0.591
C 1.07697 -0.22822 0.80618 -1.0 -0.4 -1.0 -0.179
C -0.54898 -0.34316 -1.46174 0.6 0.8 -1.5 0.643
C -1.54645 0.62691 0.95247 0.9 -0.2 0.3 0.812
F -0.18672 0.81538 -2.12957 0.4 -0.4 0.4 -0.260
F 0.29559 -1.32774 -1.87529 -0.7 0.3 -0.1 -0.225
F -1.76666 -0.58494 -1.92091 -0.5 -0.8 0.1 -0.238
F -1.18026 0.84222 2.23120 0.5 0.1 0.3 -0.257
F -2.59729 -0.16327 1.03064 -1.3 -1.0 -0.2 -0.259
F -1.94472 1.80186 0.48782 -0.2 0.9 -0.6 -0.259
H 3.18376 -0.38871 0.77063 -0.6 0.3 -1.1 0.262
H 2.22774 -0.34255 -0.99026 0.7 0.7 1.8 0.196
H 1.09603 -0.43493 1.89319 -0.1 0.7 -0.6 0.312

| no. | LUMO (eV) |
| --- | --- |
| 1 | 0.89 |
| 2 | -1.21 |
| 3 | -4.17 |
| 4 | -1.36 |